Molecular formula: C15H48BNO20
Method: DFT, ωB97M-V/def2-TZVPD

## Properties
**E_HOMO**: -10.0912 eV
**2S+1**: 1
**Charge**: 0
**Calculated total energy**: -59445.3480 eV
**Energy relative to the best compared isomer or geometry (same formula, charge and spin)**: 49.1 kcal/mol
**Frontier orbital gap**: 9.10 eV

Geometry (Å):
C 38.096 20.066 14.842
C 37.302 21.159 15.640
C 38.224 22.248 16.355
C 37.455 23.005 17.416
N 38.190 23.953 18.354
C 39.151 23.186 19.233
C 39.563 24.014 20.416
C 38.320 24.952 20.642
C 37.470 24.442 19.533
C 38.914 25.021 17.712
C 38.070 26.065 16.975
C 38.858 27.165 16.246
H 38.387 20.224 13.730
H 37.579 19.223 14.733
H 39.147 19.888 15.375
H 36.896 20.619 16.553
H 36.610 21.886 14.993
H 38.623 22.918 15.520
H 38.852 21.497 16.789
H 36.736 22.549 17.962
H 36.808 23.666 16.864
H 40.189 22.977 18.553
H 38.708 22.336 19.528
H 40.463 24.710 20.423
H 39.622 23.360 21.191
H 38.420 26.047 20.491
H 37.793 24.890 21.669
H 36.787 25.378 19.345
H 36.900 23.572 19.744
H 39.785 24.731 17.001
H 39.528 25.482 18.330
H 37.424 26.656 17.623
H 37.587 25.546 16.150
H 38.212 27.305 15.448
H 39.854 26.871 15.865
H 38.766 27.969 17.034
O 35.614 16.975 16.465
C 35.750 17.572 17.549
O 34.825 18.136 18.137
B 35.439 18.970 19.157
O 36.897 18.836 18.961
C 36.933 17.965 18.064
O 38.065 17.481 17.771
O 35.033 18.504 20.558
C 34.466 19.431 21.170
O 34.109 19.432 22.340
C 34.358 20.614 20.162
O 34.970 20.366 19.100
O 33.469 21.335 20.212
O 36.694 14.194 15.640
H 36.750 13.963 14.736
H 36.691 15.096 15.890
O 30.859 21.783 19.182
H 31.505 21.614 19.759
H 30.025 21.657 19.723
O 32.907 15.907 17.319
H 33.406 16.760 17.155
H 33.155 15.348 16.428
O 34.151 23.714 18.456
H 34.213 24.281 19.370
H 34.184 22.773 18.516
O 40.240 19.308 18.211
H 40.767 18.587 18.314
H 39.495 19.004 18.298
O 39.979 16.611 16.014
H 39.469 17.124 16.665
H 39.514 16.364 15.352
O 34.015 20.972 16.658
H 34.400 20.833 17.527
H 33.078 20.778 16.633
O 33.413 17.469 14.656
H 33.384 18.333 14.320
H 34.266 17.414 15.041
O 32.797 20.509 25.098
H 32.817 20.651 24.138
H 33.639 20.551 25.363
O 35.131 17.136 23.763
H 34.401 16.637 23.459
H 35.065 18.147 23.591
O 37.518 19.468 21.865
H 38.257 19.841 21.168
H 37.308 18.668 21.634
O 31.453 21.705 22.753
H 32.150 22.321 22.358
H 30.991 22.263 23.356

Löwdin atomic charge list, values in e, 8 entries:
1 C -0.0861
2 C -0.2089
3 C -0.1718
4 C -0.0948
5 N -0.1886
6 C -0.1016
7 C -0.1234
8 C -0.1287